78
Properties=species:S:1:pos:R:3:forces:R:3:lowdin_charge:R:1 method="wB97M-V/def2-TZVPD" homo_ev="-5.5 / -5.5" largest_force_ev_per_a=0.60 gap_ev="7.54 / 7.57" mol_weight_g_mol=919.33 relative_energy_kcal_mol=108.7 total_charge=-1 spin_multiplicity=5 energy_ha=-5115.76863
Fe -1.758 -0.730 -2.072 -0.22 -0.40 -0.40 0.677
O -0.829 -3.536 -4.425 0.04 0.02 -0.05 -0.171
P -2.360 -3.305 -3.846 0.00 -0.05 0.11 0.203
O -3.298 -4.084 -4.665 0.02 -0.02 0.00 -0.288
O -2.471 -1.820 -3.661 -0.05 0.08 -0.04 -0.328
O -2.181 -3.986 -2.372 -0.11 0.09 -0.11 -0.423
P -1.893 -3.311 -0.889 0.11 -0.10 0.11 0.742
O 0.556 -3.191 -2.046 0.09 -0.05 0.15 -0.105
O -2.684 -1.984 -0.824 0.11 0.10 0.10 -0.554
O -0.431 -2.428 -1.342 -0.01 -0.09 -0.05 -0.478
H -0.825 -4.353 -4.936 -0.02 -0.02 0.00 0.078
H 0.117 -3.383 -2.901 0.01 0.02 -0.03 0.028
N 0.711 7.328 -2.236 0.00 0.00 0.00 0.081
C -0.106 6.203 -2.389 0.00 0.00 0.00 -0.329
C -0.562 5.828 -3.653 0.00 -0.01 -0.01 -0.036
C -1.330 4.688 -3.812 0.01 0.01 0.00 -0.067
C -1.654 3.914 -2.709 -0.01 0.02 0.00 -0.292
C -1.209 4.279 -1.446 -0.01 -0.01 0.01 -0.066
C -0.435 5.414 -1.287 0.00 0.00 0.00 -0.034
S -2.663 2.475 -2.901 -0.01 -0.02 0.00 0.575
O -3.494 2.373 -1.730 -0.01 -0.01 0.01 -0.351
O -3.281 2.565 -4.194 0.00 0.00 0.00 -0.298
N -1.640 1.216 -2.800 -0.04 0.20 0.08 -0.185
C -0.653 1.016 -3.716 0.04 0.00 0.00 -0.460
N -0.016 -0.150 -3.469 -0.06 -0.03 0.01 0.090
C 0.902 -0.544 -4.328 0.11 -0.02 0.06 -0.105
C 1.249 0.233 -5.425 0.01 0.01 0.02 -0.058
C 0.587 1.441 -5.548 -0.01 0.00 0.02 -0.124
N -0.362 1.851 -4.714 0.03 0.03 -0.06 0.148
H 0.593 8.029 -2.950 0.00 0.00 0.00 0.080
H 0.696 7.731 -1.312 0.00 0.00 0.00 0.080
H -0.306 6.434 -4.515 0.00 0.00 0.00 0.106
H -1.683 4.382 -4.786 0.00 0.00 0.00 0.106
H -1.479 3.672 -0.592 0.01 0.01 -0.01 0.054
H -0.082 5.695 -0.301 0.00 0.00 0.00 0.107
H 1.380 -1.494 -4.119 -0.03 -0.02 0.00 0.111
H 2.000 -0.085 -6.133 0.01 0.01 0.00 0.091
H 0.826 2.121 -6.361 0.00 0.00 0.00 0.106
I -1.373 0.883 0.629 0.14 0.40 0.11 1.151
C -1.272 1.271 2.698 -0.16 -0.03 -0.03 -0.574
C -1.996 2.391 3.013 -0.04 0.04 0.04 -0.187
C -2.048 2.903 4.323 0.03 -0.04 -0.01 -0.083
C -1.338 2.283 5.301 0.02 -0.03 -0.03 -0.051
C -0.579 1.121 5.016 -0.03 0.04 0.02 -0.167
C 0.163 0.541 6.070 0.05 -0.04 0.03 -0.045
C 0.922 -0.568 5.861 -0.05 0.05 -0.01 -0.069
C 0.922 -1.158 4.587 -0.07 -0.01 -0.05 -0.091
C 0.201 -0.660 3.527 0.18 -0.12 -0.07 -0.305
P 0.243 -1.644 1.944 -0.10 -0.08 0.13 1.022
C 0.306 -3.356 2.614 0.05 0.05 -0.03 -0.383
C -0.934 -3.915 2.927 -0.02 -0.01 0.06 -0.112
C -1.026 -5.205 3.423 0.01 -0.01 -0.01 -0.087
C 0.121 -5.973 3.579 -0.02 0.01 -0.01 -0.100
C 1.355 -5.441 3.234 0.00 -0.01 -0.02 -0.091
C 1.446 -4.141 2.753 0.08 0.02 0.05 -0.100
C 1.970 -1.353 1.417 0.01 0.02 0.03 -0.368
C 2.482 -2.175 0.412 -0.05 0.00 -0.08 -0.111
C 3.751 -1.962 -0.099 0.00 0.03 -0.02 -0.080
C 4.525 -0.909 0.371 0.02 0.01 0.00 -0.100
C 4.020 -0.075 1.356 0.00 -0.01 0.00 -0.093
C 2.753 -0.297 1.880 -0.03 -0.02 -0.01 -0.085
C -0.552 0.549 3.705 0.01 0.05 -0.04 -0.184
H -2.542 2.900 2.231 0.01 0.00 0.00 0.076
H -2.638 3.786 4.528 0.00 0.00 0.00 0.103
H -1.333 2.663 6.316 0.00 0.00 0.00 0.107
H 0.118 1.013 7.045 0.00 0.00 0.00 0.108
H 1.507 -1.005 6.660 0.00 -0.01 0.00 0.103
H 1.510 -2.052 4.440 0.03 -0.10 -0.02 0.099
H -1.835 -3.334 2.763 0.01 0.00 0.01 0.103
H -1.996 -5.620 3.664 0.00 0.00 0.00 0.100
H 0.050 -6.989 3.947 0.00 0.00 0.01 0.095
H 2.252 -6.039 3.332 0.00 0.00 0.00 0.098
H 2.415 -3.741 2.475 -0.04 -0.01 0.06 0.099
H 1.875 -2.978 0.012 -0.02 0.01 -0.04 0.094
H 4.122 -2.607 -0.885 0.02 -0.02 0.00 0.103
H 5.513 -0.734 -0.037 0.00 0.00 0.00 0.095
H 4.611 0.757 1.722 0.00 0.00 0.00 0.097
H 2.374 0.362 2.650 -0.01 0.01 0.02 0.099